[1]
{
  "formula": "C8H17N4",
  "method": "the ωB97M-V functional and the def2-TZVPD basis",
  "energy_ev": -14524.41045,
  "homo_ev": -13.6,
  "total_charge": 1,
  "lumo_ev": -4.407,
  "homo_lumo_gap_ev": 9.17,
  "smiles": "CC(C)(C)[C@@]1(N)CC=NC(=[NH2+])N1",
  "species": ["H", "H", "C", "N", "H", "H", "C", "H", "H", "H", "C", "C", "H", "H", "N", "N", "H", "C", "H", "H", "H", "H", "H", "N", "C", "C", "C", "H", "H"],
  "positions_angstrom": [[-0.71302, 1.76230, -1.78700], [-2.04290, 0.70194, -2.09231], [2.11710, -1.64012, -0.19081], [1.12417, 0.72194, 0.22830], [0.71217, 1.48781, 0.69674], [-3.27501, -0.44374, 0.13536], [-2.36679, -0.95672, 0.01604], [-0.40667, 0.10245, -2.32909], [-1.92331, 0.90855, 1.74915], [-2.10731, -1.67578, 0.84881], [0.68297, -1.49622, -0.53728], [-1.21331, 0.20779, -0.18650], [-1.24603, 2.28843, 0.84756], [-0.85361, -0.73103, 2.14457], [0.04920, -0.77206, 1.77676], [2.94880, -0.65281, -0.05966], [4.06853, 1.37361, 0.15447], [0.20861, -0.36790, 0.29992], [0.77118, -1.20100, -1.63225], [2.65571, -2.54853, 0.21402], [-0.02940, -2.27305, -0.43719], [-2.38329, -1.65983, -0.98446], [2.90509, 2.61910, -0.11007], [3.20480, 1.64932, -0.19145], [-1.75635, 1.33450, 0.67535], [-1.10646, 0.65086, -1.62986], [2.40886, 0.60479, -0.10787], [0.42363, -1.68389, 2.00046], [-2.85736, 1.68931, 0.48828]],
  "forces_ev_per_angstrom": [[-0.6635, -2.0513, 0.8464], [-1.5576, -0.2156, -0.6691], [2.5308, -1.3316, 2.0467], [0.9092, -0.1595, -0.8214], [0.2985, 1.5127, 0.2678], [-1.2906, 0.1976, 0.1792], [3.4530, -2.0756, -2.7802], [-0.9936, 0.1362, 0.9654], [0.4411, 0.7920, -1.6078], [-0.5700, 1.0833, -0.7720], [1.3533, 1.0594, -1.8721], [-0.8153, -1.6492, 0.0428], [0.5466, -0.2604, -0.4987], [-1.5780, 0.3026, 0.2477], [2.5031, 0.2695, -2.1449], [-0.8022, -0.3138, -0.8457], [2.4391, 0.1586, 0.1948], [-3.2711, 0.2444, 2.3895], [-0.5915, -0.2630, 1.1184], [-1.2218, 0.3386, -1.1075], [0.0568, -1.3280, 0.0637], [-0.1994, 1.8245, 2.3979], [0.0027, -0.5754, 0.0418], [-1.0495, 0.3977, -0.5106], [-2.3783, 0.2753, 3.2173], [2.6431, 2.3018, -1.3047], [-2.4228, 0.2171, 1.5456], [0.1764, 0.0413, -0.1307], [2.0518, -0.9290, -0.4997]]
}

=====

[2]
{
  "formula": "C4H22NO7",
  "method": "the ωB97M-V functional and the def2-TZVPD basis",
  "energy_ev": -20328.64860,
  "homo_ev": -5.7,
  "total_charge": -1,
  "lumo_ev": 3.257,
  "homo_lumo_gap_ev": 8.96,
  "species": ["H", "H", "H", "H", "H", "H", "H", "O", "H", "H", "H", "H", "O", "O", "H", "H", "C", "H", "H", "O", "H", "O", "H", "C", "H", "N", "O", "H", "H", "C", "O", "C", "H", "H"],
  "positions_angstrom": [[-1.99415, 0.01654, -2.97704], [1.42236, 1.13034, -0.32626], [3.47463, -2.12628, -0.14682], [-0.17000, -2.63286, 1.64740], [-0.12262, -1.72971, -0.60284], [-0.83360, -0.77102, -2.40442], [-0.99976, 1.71298, -1.84340], [-0.98434, 2.08643, -0.95283], [-1.41435, 1.36507, -0.33925], [-3.16322, -1.45169, -1.55781], [0.65568, -1.14681, 2.30938], [1.86494, 0.22316, -1.80254], [-1.10426, -0.27557, -3.17393], [-3.24746, -0.53317, -1.81652], [-0.24400, -0.09986, -0.02623], [1.94045, -3.12350, 0.06556], [0.25924, -1.07769, 0.17279], [-2.91647, -0.05667, -1.00534], [2.80733, 1.20908, 2.34905], [-1.34506, -1.00247, 2.16314], [2.30070, -2.32271, -1.54132], [2.82000, 0.25476, 2.60595], [-3.00805, 1.04073, 0.83468], [-0.10259, -1.48572, 1.59461], [0.13983, 3.02068, 0.15216], [1.73230, -0.95891, 0.05985], [-2.45949, 0.44397, 0.40138], [0.68424, 3.55009, 1.53950], [2.24753, -0.10960, 1.85890], [2.38873, -2.17820, -0.42904], [0.81314, 3.57102, 0.58372], [2.02612, 0.26455, -0.72571], [3.11588, 0.40050, -0.48444], [-1.73532, -0.28883, 1.47991]],
  "forces_ev_per_angstrom": [[-0.6758, -0.4230, 0.3990], [0.8371, -0.9715, -0.3562], [-0.8874, -0.1475, -0.3752], [0.3675, 1.3136, 0.0482], [-0.3010, -0.6267, -0.1158], [-0.1022, -0.0860, 0.3053], [0.1596, -0.0132, 0.1500], [-0.0324, -0.5617, 0.5873], [-0.3394, 0.8766, -0.7226], [-0.0775, -0.2036, -0.0571], [0.3022, -0.2552, -0.4619], [-0.0900, -0.3549, -0.2146], [1.4384, 0.4562, -1.1567], [-0.6161, -0.0379, -0.3063], [0.8266, -0.6978, 0.2037], [0.6630, 1.6589, -0.6276], [-0.1004, 1.0625, 0.4199], [-0.2969, 0.1493, 0.7003], [0.1831, -0.9879, 0.5290], [0.6204, 0.6053, -1.8063], [0.0374, 0.1884, 0.7086], [-0.9597, 0.9876, -1.5768], [-1.5973, 1.6416, 1.0574], [-1.5477, -1.6527, 1.4922], [-0.2996, -0.1226, -0.1479], [-1.4244, 0.5773, -0.7471], [1.9130, -1.2210, -1.0020], [-0.2357, -0.1884, -0.3556], [0.9886, -0.0547, 0.9100], [0.0327, -0.7445, 0.4643], [0.5530, 0.3361, 0.3830], [1.4186, 0.1488, 1.6327], [-0.7811, 0.5544, -0.7330], [0.0233, -1.2056, 0.7716]]
}

=====

[3]
{
  "formula": "C4H6N2O",
  "method": "the ωB97M-V functional and the def2-TZVPD basis",
  "energy_ev": -9272.18793,
  "homo_ev": -9.4,
  "lumo_ev": 0.811,
  "homo_lumo_gap_ev": 10.23,
  "smiles": "c1cncnc1.O",
  "species": ["C", "H", "C", "H", "H", "C", "C", "O", "N", "N", "H", "H", "H"],
  "positions_angstrom": [[-1.63138, 1.46153, 0.03863], [-0.77349, 2.52864, -1.51319], [-1.63425, 0.23237, 0.66025], [-2.37099, -0.07233, 1.41522], [3.57528, -1.61145, 0.84599], [-0.66022, 1.62777, -0.89577], [0.17255, -0.47990, -0.62581], [2.71065, -1.99717, 1.11413], [-0.69572, -0.69776, 0.36529], [0.18786, 0.67527, -1.28909], [1.04862, -1.11150, -0.82373], [2.53421, -2.69837, 0.44672], [-2.46307, 2.14290, 0.26139]],
  "forces_ev_per_angstrom": [[-1.4204, -0.6078, 1.3693], [0.8231, -0.2112, 0.1498], [1.0964, -1.4052, -0.1134], [0.3153, 0.2328, -0.3216], [-0.9029, -0.4451, 0.2610], [-0.3996, 0.4532, -2.0941], [-0.3276, 1.9386, 1.1320], [0.7050, -0.2838, -1.0054], [-0.3750, -0.7227, 0.1922], [0.3951, 0.5824, -0.2441], [-0.9303, -0.3272, 0.1798], [0.2363, 0.7033, 0.7424], [0.7845, 0.0928, -0.2478]]
}

=====

[4]
{
  "formula": "C5H7NO2",
  "method": "the ωB97M-V functional and the def2-TZVPD basis",
  "energy_ev": -10877.18264,
  "homo_ev": -9.4,
  "lumo_ev": 0.726,
  "homo_lumo_gap_ev": 10.13,
  "smiles": "C=C[C@H]1CC(=O)N1O",
  "species": ["H", "N", "C", "C", "H", "C", "O", "H", "O", "H", "C", "C", "H", "H", "H"],
  "positions_angstrom": [[-0.66666, 0.21080, 1.73528], [1.15239, 0.77685, 0.62286], [0.90770, -1.31373, 0.37436], [-0.04380, -0.07422, 0.74192], [-3.07482, -0.26897, 0.29425], [-0.95827, -0.07659, -0.52271], [0.69242, 2.00867, -0.08740], [0.43635, -1.75903, -0.39093], [2.72715, -0.10635, -0.92167], [-0.52478, 0.13109, -1.48369], [-2.23119, 0.15756, -0.51799], [1.83329, -0.31817, -0.22574], [1.15434, -1.95566, 1.21190], [-2.93908, -0.07324, -1.26676], [1.53495, 2.66098, 0.43629]],
  "forces_ev_per_angstrom": [[1.4723, -1.4489, -2.2528], [-1.7658, -0.2312, -2.5228], [-0.2198, 1.2344, 3.1107], [-0.9205, -0.2515, 0.2772], [2.9434, 1.8996, -0.3485], [1.5922, 2.4727, 1.5806], [5.7844, 2.0707, 3.7617], [-1.4765, -2.6052, -2.4390], [2.1931, -0.7113, -2.3526], [0.9438, -0.4050, -0.3443], [-5.6001, -3.6830, 3.0143], [-1.6737, 3.2404, 4.0051], [0.5905, -0.1153, -0.2734], [0.3115, 0.9192, -2.3668], [-4.1748, -2.3855, -2.8493]]
}